(1)
Density functional theory data (wB97M-V/def2-TZVPD) for 2 unconnected molecules or ions with the total composition C6H17NO2.

Geometry (Å):
C 0.9013 1.4241 -1.9906
C 0.0984 0.2222 -2.5518
C -0.6901 -0.6521 -1.6061
N -0.8671 -0.2920 -0.1754
C 0.2767 -0.2848 0.7733
C 0.2022 -1.5654 1.5660
C 1.4246 -1.6400 2.4714
O -0.9683 -1.5195 2.3754
H 0.2027 2.2629 -2.0775
H 1.1289 1.4147 -0.9140
H 1.8653 1.6530 -2.4518
H -0.5899 0.5987 -3.3152
H 0.7822 -0.3943 -3.1408
H -0.3760 -1.7303 -1.6362
H -1.6908 -1.0383 -1.8366
H -1.2903 0.6294 -0.1780
H 1.2578 -0.2169 0.2593
H 0.2640 0.4911 1.5504
H 0.1837 -2.3981 0.8786
H 1.3810 -2.5039 3.1624
H 2.3514 -1.7658 1.8759
H 1.4894 -0.7840 3.1254
H -1.7430 -1.9175 1.9573
O -2.0301 3.4851 0.3805
H -1.0669 3.3612 0.3569
H -2.4971 3.1607 1.1410

Values from the calculation:
HOMO-LUMO gap: 0.356 hartree

These are the Löwdin partial charges, in e, on atoms 1 to 2: C -0.098; C -0.228

---

(2)
Density functional theory data (wB97M-V/def2-TZVPD) for a molecular structure, C28H20AsClISV.

Geometry (Å):
V 1.7200 0.4301 1.0123
I 4.3786 -0.1681 0.2857
C 3.9940 -2.2394 0.4017
C 4.9900 -3.1618 0.2492
C 4.6564 -4.5235 0.3256
C 3.3602 -4.9067 0.5456
C 2.3413 -3.9472 0.7369
C 1.0116 -4.3229 1.0360
C 0.0576 -3.3794 1.3117
C 0.3869 -2.0153 1.2883
C 1.6533 -1.5864 0.9144
C 2.6568 -2.5615 0.6696
H 6.0128 -2.8600 0.0669
H 5.4353 -5.2644 0.2096
H 3.0993 -5.9567 0.5773
H 0.7626 -5.3764 1.0710
H -0.9496 -3.6753 1.5730
H -0.3943 -1.3216 1.5856
S 2.4476 2.2869 0.0252
C 1.1014 3.3792 0.1616
C 1.3195 4.7536 0.3371
C 0.2509 5.6176 0.2276
C -1.0197 5.1319 -0.0853
C -1.2455 3.7644 -0.2330
C -0.1953 2.8793 -0.0954
As -0.3691 0.9465 -0.0219
C -2.0662 0.8251 0.9154
C -3.2425 0.8830 0.1675
C -4.4575 1.0177 0.8200
C -4.5046 1.0942 2.2052
C -3.3345 1.0232 2.9471
C -2.1138 0.8902 2.3036
C -0.6587 0.2340 -1.7905
C -0.0056 0.8064 -2.8785
C -0.1684 0.2464 -4.1351
C -0.9665 -0.8783 -4.2947
C -1.6079 -1.4513 -3.2034
C -1.4480 -0.9042 -1.9415
H 2.3123 5.1250 0.5546
H 0.4051 6.6782 0.3723
H -1.8421 5.8237 -0.2104
H -2.2381 3.3982 -0.4571
H -3.2071 0.8134 -0.9126
H -5.3725 1.0660 0.2445
H -5.4552 1.1980 2.7108
H -3.3709 1.0713 4.0272
H -1.2082 0.8277 2.8867
H 0.6038 1.6936 -2.7467
H 0.3204 0.6851 -4.9943
H -1.0919 -1.3171 -5.2755
H -2.2366 -2.3209 -3.3386
H -1.9346 -1.3443 -1.0793
Cl 1.4275 0.8930 2.9274

Values from the calculation:
total charge: +2
HOMO-LUMO gap (spin up / spin down): 0.216 / 0.215 hartree

These are the Löwdin partial charges, in e, on atoms 1 to 2: V -0.095; I 1.285

---

(3)
Density functional theory data (wB97M-V/def2-TZVPD) for a molecular structure, C28H40BN8ORuS5.

Geometry (Å):
Ru -0.1935 0.5444 -0.0537
C -0.7661 -5.1541 -2.4678
C 0.0251 -3.9186 -2.0391
C 1.3978 -3.9669 -2.7092
C -0.7690 -2.6822 -2.4530
N 0.1873 -3.9492 -0.5556
C -0.3491 -4.9319 0.2629
C -0.0778 -4.5842 1.5318
N 0.6249 -3.4009 1.5151
B 0.8620 -2.6511 2.8449
N -0.3918 -1.8855 3.3365
C -0.4443 -1.5357 4.6667
C -1.5206 -0.7583 4.8630
N -2.1520 -0.6178 3.6346
C -1.4520 -1.3235 2.6903
S -1.8543 -1.4691 1.0425
C -3.3909 0.1791 3.4148
C -3.7767 0.8586 4.7292
C -4.5299 -0.7582 3.0089
C -3.1537 1.2662 2.3696
N 2.1481 -1.7823 2.7834
C 3.3560 -2.4382 2.7131
C 4.3058 -1.5452 2.3868
N 3.6797 -0.3130 2.2562
C 2.3404 -0.4698 2.5041
S 1.1514 0.7478 2.4818
C 4.3501 0.9162 1.7487
C 4.2355 2.0358 2.7846
C 5.8338 0.6151 1.5369
C 3.7511 1.3187 0.4001
C 0.7914 -3.0019 0.2275
S 1.6222 -1.6121 -0.2938
H -0.8836 -5.1060 -3.5502
H -1.7630 -5.1672 -2.0243
H -0.2480 -6.0855 -2.2241
H 1.2654 -3.9669 -3.7932
H 1.9328 -4.8761 -2.4184
H 1.9885 -3.0980 -2.4285
H -0.9481 -2.7175 -3.5303
H -0.2453 -1.7546 -2.2347
H -1.7316 -2.6547 -1.9402
H -0.8933 -5.7746 -0.1144
H -0.3448 -5.0636 2.4570
H 1.0780 -3.5094 3.6843
H 0.3188 -1.8500 5.3567
H -1.8660 -0.2811 5.7581
H -3.9860 0.1386 5.5234
H -4.6857 1.4323 4.5473
H -3.0031 1.5518 5.0644
H -4.6940 -1.5171 3.7792
H -4.2994 -1.2525 2.0677
H -5.4457 -0.1748 2.8893
H -2.3222 1.9075 2.6593
H -4.0610 1.8708 2.2819
H -2.9165 0.8531 1.3922
H 3.4269 -3.4995 2.8742
H 5.3543 -1.6918 2.2199
H 4.6346 1.7023 3.7464
H 3.1961 2.3254 2.9217
H 4.8137 2.8988 2.4453
H 6.3300 0.3175 2.4641
H 6.3082 1.5282 1.1772
H 5.9841 -0.1586 0.7827
H 2.6879 1.5413 0.4741
H 3.8632 0.5075 -0.3214
H 4.2782 2.1990 0.0230
S -2.1085 0.7531 -1.8715
C -0.8743 1.0864 -3.0088
S 0.7324 0.8936 -2.4384
C -1.1520 1.5037 -4.3283
C -2.4786 1.6363 -4.8184
N -3.5405 1.7507 -5.2644
C -0.1268 1.8112 -5.2624
N 0.6681 2.0798 -6.0597
C 0.3479 3.8578 1.9808
O -0.4626 2.7937 1.5315
C -0.3304 2.3231 0.2045
C -0.2893 3.4731 -0.7815
H 0.1822 3.9335 3.0568
H 0.0995 4.8159 1.5169
H 1.4081 3.6405 1.8083
H -0.6502 4.4132 -0.3591
H -0.9198 3.2423 -1.6391
H 0.7218 3.6178 -1.1683

Values from the calculation:
total charge: -2
multiplicity: 2
HOMO-LUMO gap (spin up / spin down): 0.146 / 0.183 hartree

These are the Löwdin partial charges, in e, on atoms 1 to 2: Ru 0.481; C -0.072

---

Record-wise relative energy (zero: lowest compared OMol25 entry of this formula, charge and spin) values, in kJ/mol: 151.81; 38.90; 0.00